No. 1
Formula: C4H8O2
Source: the Open Molecules 2025 dataset
Level of theory: ωB97M-V/def2-TZVPD

The geometry in ORCA input format:
```
! RIJCOSX wB97M-V def2-TZVPD def2/J DEFGRID3
* xyz 0 1
H -2.62704 -0.37571 0.52374
O 1.66340 -2.22113 -0.63636
C 0.40847 0.84122 0.36663
C -1.71528 0.02194 0.97516
H 0.21165 -1.18161 -1.59462
H 0.55104 0.61305 1.43103
H 2.43206 0.07721 0.14801
O -0.83541 0.32638 -0.06386
C 1.52774 0.18174 -0.45677
H -1.96018 0.90865 1.57559
H 0.41319 1.93754 0.26530
H 1.76624 0.79058 -1.33783
H -1.29164 -0.74905 1.63869
C 1.10729 -1.19252 -0.94331
*
```

The calculation puts the HOMO energy at -9.59 eV. As for the structure (SMILES): COCCC=O. The calculation puts the largest force on an atom at 0.6 eV/Å. The calculation puts the energy above the lowest of the compared OMol25 structures with the same formula, charge and spin at 1.794 eV. The frontier orbital gap comes out at 0.3869 Eh.

No. 2
Formula: C3H4Br6Si
Source: the Open Molecules 2025 dataset
Level of theory: ωB97M-V/def2-TZVPD

The geometry in ORCA input format:
```
! RIJCOSX wB97M-V def2-TZVPD def2/J DEFGRID3
* xyz 0 1
Br 0.03070 -2.37128 -1.16515
H 1.62707 -0.49145 1.59132
Br 0.38060 -0.00181 -3.30660
Br 2.23201 -2.42218 -3.34860
Br -2.89779 -0.32647 1.87462
H 2.03017 -0.65742 -1.66932
Br -2.13455 1.65313 -1.01777
C 0.13956 0.93093 1.41084
C 0.66121 -0.26485 1.34964
C 1.25202 -1.24040 -2.10820
H 0.01636 -1.20222 1.27711
Br -2.12806 3.23123 2.28328
Si -1.65673 1.28516 1.12175
H 0.44742 1.87762 1.70707
*
```

The calculation puts the HOMO energy at -10.07 eV. The calculation puts the largest force on an atom at 3.1 eV/Å. The calculation puts the energy above the lowest of the compared OMol25 structures with the same formula, charge and spin at 1.667 eV. The frontier orbital gap comes out at 0.3633 Eh.

No. 3
Formula: C2H4O4
Source: the Open Molecules 2025 dataset
Level of theory: ωB97M-V/def2-TZVPD

The geometry in ORCA input format:
```
! RIJCOSX wB97M-V def2-TZVPD def2/J DEFGRID3
* xyz 0 1
H 0.80961 -1.32344 0.72952
H -2.02307 1.32803 0.51898
C -0.84942 -0.05539 0.09061
O -1.07079 1.27542 0.31440
O -1.74800 -0.87360 0.18456
O 0.55256 -0.39320 -1.31904
O 1.59268 0.58632 0.53236
H 0.55455 -1.42863 -1.07660
C 0.69616 -0.39694 0.16698
H 1.48572 1.28144 -0.14177
*
```

The calculation puts the HOMO energy at -9.97 eV. As for the structure (SMILES): O=C(O)C(O)O. The calculation puts the largest force on an atom at 5.8 eV/Å. The calculation puts the energy above the lowest of the compared OMol25 structures with the same formula, charge and spin at 2.640 eV. The frontier orbital gap comes out at 0.3850 Eh.